A 2-piece molecular cluster, C27H50NO5S overall, computed with the ωB97M-V functional and the def2-TZVPD basis.

```
! wB97M-V def2-TZVPD RIJCOSX def2/J DEFGRID3
* xyz 1 1
C 1.4208 5.6711 0.9730
C 1.6752 4.3641 0.2049
C 3.1637 4.0580 0.0604
C 3.5017 2.7275 -0.6069
C 2.8993 2.5469 -2.0072
C 1.4961 1.9112 -2.0266
C 1.4744 0.4157 -2.4224
C 1.1567 -0.5271 -1.2570
C -0.3002 -0.6625 -0.9179
N -1.1328 0.3011 -1.3645
C -2.4741 0.3573 -1.1997
C -3.1736 1.5431 -1.8057
C -2.9372 1.5386 -3.3333
C -4.6501 1.5966 -1.4358
C -4.8875 1.9733 0.0213
C -3.0436 -0.6890 -0.5161
C -2.2239 -1.6956 -0.0216
C -0.8425 -1.7022 -0.1931
C 0.0112 -2.7926 0.3883
C 1.1369 -2.3071 1.3167
C 1.4333 -3.3028 2.4457
C 2.8972 -3.3289 2.8906
C 3.5087 -1.9617 3.1690
C 5.0194 -2.0265 3.4586
C 5.8621 -1.6149 2.2638
O 7.1922 -1.4222 2.6901
C 7.9727 -0.7299 1.7458
H 0.9735 5.4801 1.9473
H 2.3494 6.2161 1.1362
H 0.7376 6.3266 0.4349
H 1.2166 4.4263 -0.7856
H 1.1949 3.5276 0.7219
H 3.6398 4.8594 -0.5119
H 3.6097 4.0670 1.0580
H 4.5879 2.6563 -0.6880
H 3.1901 1.8980 0.0389
H 3.5703 1.9316 -2.6075
H 2.8636 3.5214 -2.4985
H 0.8493 2.4853 -2.6969
H 1.0656 2.0147 -1.0250
H 0.7690 0.2499 -3.2395
H 2.4550 0.1292 -2.7990
H 1.5488 -1.5298 -1.4391
H 1.6736 -0.1662 -0.3610
H -0.7122 1.0679 -1.8755
H -2.6867 2.4314 -1.3871
H -3.6827 2.1677 -3.8151
H -3.0270 0.5327 -3.7439
H -1.9592 1.9428 -3.5979
H -5.1122 2.3702 -2.0524
H -5.1457 0.6678 -1.7155
H -4.4244 2.9390 0.2262
H -4.4545 1.2505 0.7136
H -5.9502 2.0260 0.2423
H -4.1119 -0.7233 -0.3531
H -2.6706 -2.5122 0.5335
H 0.4330 -3.3827 -0.4307
H -0.6469 -3.4657 0.9388
H 0.8583 -1.3414 1.7434
H 2.0489 -2.1563 0.7335
H 1.1244 -4.3034 2.1381
H 0.8227 -3.0502 3.3175
H 2.9496 -3.8996 3.8213
H 3.4994 -3.8739 2.1584
H 2.9975 -1.5115 4.0228
H 3.3495 -1.2834 2.3262
H 5.2857 -3.0472 3.7347
H 5.2838 -1.3617 4.2790
H 5.8404 -2.3893 1.4838
H 5.4706 -0.6891 1.8185
H 7.6249 0.3011 1.6184
H 7.9579 -1.2248 0.7678
H 8.9960 -0.7198 2.1112
C -8.2899 -3.4701 -0.8564
C -6.7876 -3.5090 -1.0604
O -6.4516 -2.1415 -1.3661
S -7.4215 -1.1508 -0.5629
O -6.7515 -0.7022 0.6082
O -7.9647 -0.2237 -1.4857
O -8.5029 -2.2343 -0.1504
H -8.8328 -3.4370 -1.8012
H -8.6583 -4.2839 -0.2396
H -6.4851 -4.1322 -1.8964
H -6.2633 -3.8119 -0.1526
*
```

Values from the calculation:
gap between HOMO and LUMO	8.1	eV
energy	-51366.9045	eV
LUMO level	-3.4	eV
energy relative to the best compared isomer or geometry (same formula, charge and spin)	0.0	kcal per mole
maximum force	0.58	eV Å⁻¹